A structure of composition C31H49BrFeO2P2, computed with ωB97M-V/def2-TZVPD.

Each line ends with the Mulliken spin population.
Geometry (Å):
Fe: 2.708 0.781 -1.770  3.102
C: 1.938 -0.049 2.427  0.235
C: 2.402 1.110 1.789  0.427
C: 0.181 1.364 2.298  0.344
C: 0.603 0.116 2.767  0.333
C: 1.296 2.005 1.683  0.327
C: 2.789 -1.265 2.709  0.005
H: 3.497 -1.419 1.894  0.006
H: 2.141 -2.143 2.798  0.002
H: 3.351 -1.157 3.643  0.027
C: -0.291 -0.867 3.483  0.055
H: 0.197 -1.836 3.612  0.001
H: -1.196 -1.017 2.880  0.008
H: -0.612 -0.505 4.466  0.035
C: -1.200 1.931 2.430  0.038
H: -1.423 2.224 3.471  0.029
H: -1.940 1.162 2.141  -0.005
H: -1.330 2.803 1.790  -0.004
C: 1.331 3.358 1.105  -0.007
H: 1.818 4.083 1.781  0.028
H: 0.313 3.719 0.911  0.002
H: 1.887 3.367 0.154  0.023
C: 3.821 1.407 1.430  0.009
H: 4.433 1.482 2.346  0.031
H: 3.923 2.352 0.887  -0.003
H: 4.288 0.614 0.808  0.002
C: 2.267 -0.752 -2.606  -0.151
C: 3.514 -0.862 -1.623  0.060
C: 4.790 -0.177 -1.997  0.046
C: 4.894 1.367 -2.130  0.045
C: 3.717 2.246 -2.161  0.131
C: 2.571 1.956 -3.178  -0.154
C: 2.840 1.061 -4.360  -0.013
C: 2.480 -0.467 -4.077  0.013
H: 5.193 -0.595 -2.899  -0.011
H: 5.443 1.485 -3.037  -0.018
H: 5.434 -0.426 -1.175  -0.004
H: 3.292 -1.066 -4.605  -0.002
H: 1.279 -1.155 -2.336  -0.023
H: 3.401 -1.435 -0.674  -0.014
H: 1.496 -0.651 -4.597  0.005
H: 2.154 1.390 -5.160  0.002
H: 1.685 2.619 -3.316  -0.014
H: 3.892 1.090 -4.722  -0.006
H: 5.465 1.695 -1.282  -0.002
H: 3.632 3.141 -1.504  -0.018
P: -0.352 -2.856 0.026  0.006
C: -0.969 -4.046 1.304  0.002
H: -0.892 -5.076 0.914  0.000
H: -2.021 -3.815 1.552  -0.001
H: -0.349 -3.921 2.206  0.000
C: -1.682 -3.194 -1.200  0.002
H: -1.687 -4.265 -1.437  0.000
H: -1.492 -2.608 -2.107  0.000
H: -2.653 -2.896 -0.734  0.000
C: 1.004 -3.909 -0.646  0.008
H: 1.518 -3.361 -1.448  -0.001
H: 0.584 -4.852 -1.026  0.001
H: 1.730 -4.117 0.154  -0.001
P: -1.424 1.769 -2.598  0.018
C: -1.818 3.494 -2.379  0.003
H: -2.675 3.870 -2.927  0.001
H: -0.912 3.947 -2.779  -0.001
H: -1.897 3.818 -1.347  0.000
C: -2.075 1.250 -4.194  0.002
H: -1.200 1.310 -4.844  0.001
H: -2.858 1.883 -4.594  0.000
H: -2.410 0.215 -4.207  0.000
C: -2.320 0.854 -1.227  -0.013
H: -3.400 1.075 -1.153  0.002
H: -1.806 1.085 -0.266  0.008
H: -2.133 -0.229 -1.385  0.003
Br: -3.283 -2.778 4.089  0.001
C: -4.511 -1.426 3.560  -0.001
C: -5.419 -0.900 4.482  0.000
C: -6.305 0.101 4.099  0.000
C: -6.311 0.563 2.771  0.000
C: -5.429 0.008 1.833  -0.001
C: -4.503 -0.968 2.233  0.002
C: -3.447 -1.536 1.293  -0.007
O: -3.729 -2.615 0.680  0.003
O: -2.359 -0.864 1.227  0.039
H: -5.415 -1.289 5.504  0.000
H: -7.002 0.522 4.829  0.000
H: -7.001 1.351 2.465  0.000
H: -5.454 0.321 0.786  0.000

LUMO energy (alpha / beta): -4.63 / -5.58 eV
2S+1: 6
HOMO level (alpha / beta): -9.597 / -9.550 eV
Orbital gap (alpha / beta): 5.0 / 4.0 eV
<S²>: 8.8235
Total energy: -160028.73476 eV
Total charge: +1